No. 1
C23H31N3O4PbS | ωB97M-V with the def2-TZVPD basis set

The geometry in XYZ format:
```
63
Properties=species:S:1:pos:R:3
Pb 1.78 -0.12 -2.13
C -0.64 -3.71 -3.69
C -0.49 -2.95 -2.40
O 0.27 -1.98 -2.37
C -1.22 -3.39 -1.20
C -1.81 -4.66 -1.18
C -2.39 -5.17 -0.03
C -2.41 -4.41 1.12
C -1.86 -3.13 1.13
C -1.29 -2.64 -0.02
O -0.70 -1.37 0.08
H -0.24 -3.11 -4.50
H -1.67 -3.98 -3.88
H -0.06 -4.64 -3.63
H -1.79 -5.27 -2.07
H -2.83 -6.16 -0.04
H -2.86 -4.80 2.03
H -1.88 -2.51 2.02
O 1.51 -0.83 1.95
C 1.96 -0.72 0.84
O 1.63 0.22 0.00
C 2.97 -1.71 0.30
C 3.69 -2.54 1.15
C 4.62 -3.40 0.59
C 4.79 -3.43 -0.79
C 4.02 -2.59 -1.57
N 3.14 -1.74 -1.03
H 3.51 -2.48 2.21
H 5.22 -4.05 1.22
H 5.51 -4.09 -1.25
H 4.11 -2.58 -2.65
C -0.54 4.88 3.56
C 0.48 3.75 3.66
C 0.37 2.74 2.53
C -0.87 1.86 2.67
N -0.95 0.83 1.62
C -1.43 1.07 0.43
S -1.39 -0.18 -0.82
N -1.92 2.24 0.06
C -2.66 2.53 -1.18
C -2.01 3.66 -1.98
C -0.70 3.28 -2.66
C 0.53 3.23 -1.76
H -0.39 5.62 4.34
H -1.57 4.52 3.66
H -0.46 5.39 2.60
H 0.37 3.24 4.62
H 1.49 4.17 3.67
H 1.25 2.08 2.49
H 0.35 3.27 1.57
H -1.80 2.45 2.63
H -0.88 1.34 3.62
H -0.32 0.04 1.73
H -1.77 3.02 0.68
H -3.69 2.75 -0.92
H -2.68 1.63 -1.80
H -1.87 4.53 -1.33
H -2.74 3.97 -2.73
H -0.51 3.99 -3.46
H -0.84 2.31 -3.17
H 0.65 4.16 -1.20
H 1.44 3.10 -2.35
H 0.49 2.42 -1.02
```

Output
lowest unoccupied orbital energy	-6.19	eV
HOMO energy	-15.1	eV
frontier orbital gap	8.9	eV
2S+1	1
E_tot	-53085.123	eV
charge	+2

Computed Mulliken charges, given in elementary charges: Pb 1.4133; C -1.7998; C 0.7714; O -0.2893; C 0.6945; C -0.7908; C -0.9841; C -0.6643; C -0.3828; C 0.1247; O 0.1199; H 0.3695; H 0.4774; H 0.4289; H 0.4164; H 0.4326; H 0.4599; H 0.5038; O -0.6536; C 0.3794; O -0.5851; C 0.6448; C -0.6507; C -0.3110; C -0.7905; C -0.1510; N -0.1857; H 0.5157; H 0.4729; H 0.4338; H 0.4671; C -1.1382; C -0.7282; C 0.5444; C -1.2606; N 0.2935; C 0.9020; S -0.3074; N -0.0251; C -0.7532; C -0.8460; C -0.2293; C -0.6841; H 0.4075; H 0.2909; H 0.2693; H 0.3610; H 0.3544; H 0.1631; H -0.1311; H 0.4970; H 0.4097; H -0.0933; H 0.2176; H 0.3375; H 0.4131; H 0.3864; H 0.4057; H 0.3845; H 0.1330; H 0.3362; H 0.3719; H -0.1693

=====

No. 2
C23H31N3O5S | ωB97M-V with the def2-TZVPD basis set

The geometry in XYZ format:
```
63
Properties=species:S:1:pos:R:3
C 2.61 -1.66 -2.14
C 1.99 -3.05 -2.25
O 1.52 -3.43 -0.96
C 0.63 -4.45 -0.92
O 0.29 -5.04 -1.92
C 0.17 -4.70 0.44
C -0.72 -5.66 0.77
C -1.36 -6.63 -0.16
N -1.11 -5.81 2.08
C -0.56 -5.13 3.13
S -1.05 -5.45 4.67
N 0.41 -4.25 2.84
C 0.70 -3.75 1.50
C 0.10 -2.37 1.32
C -1.28 -2.21 1.29
C -1.82 -0.94 1.14
C -1.01 0.17 0.99
O -1.65 1.37 0.82
C -1.14 2.53 1.46
C -0.05 3.35 0.74
O 0.86 3.83 1.40
N -0.17 3.58 -0.58
C -1.31 3.26 -1.40
C -2.31 4.42 -1.52
C -1.68 5.74 -1.97
C -0.76 6.35 -0.90
C 0.70 5.89 -0.97
C 0.86 4.38 -1.21
C 0.39 0.01 0.98
O 1.13 1.12 0.75
C 2.51 1.11 1.05
C 0.92 -1.26 1.17
H 1.87 -0.96 -1.77
H 2.95 -1.34 -3.11
H 3.45 -1.69 -1.45
H 1.14 -3.05 -2.95
H 2.72 -3.78 -2.60
H -1.02 -6.46 -1.18
H -1.10 -7.65 0.13
H -2.44 -6.53 -0.12
H -1.78 -6.53 2.32
H 0.76 -3.71 3.61
H 1.79 -3.67 1.41
H -1.93 -3.06 1.40
H -2.89 -0.80 1.13
H -2.01 3.18 1.59
H -0.74 2.29 2.45
H -1.82 2.39 -0.99
H -0.94 2.99 -2.39
H -3.08 4.12 -2.23
H -2.79 4.57 -0.55
H -2.49 6.44 -2.18
H -1.12 5.59 -2.90
H -1.16 6.11 0.08
H -0.78 7.44 -0.99
H 1.18 6.16 -0.03
H 1.21 6.42 -1.78
H 0.85 4.16 -2.28
H 1.83 4.07 -0.80
H 2.70 0.67 2.03
H 2.81 2.15 1.06
H 3.08 0.56 0.29
H 1.99 -1.40 1.16
```

Output
lowest unoccupied orbital energy	0.31	eV
HOMO energy	-8.2	eV
frontier orbital gap	8.5	eV
2S+1	1
E_tot	-49897.996	eV

Computed Mulliken charges, given in elementary charges: C -0.9032; C -0.3615; O -0.1525; C 0.4838; O -0.6969; C -0.3590; C 0.6662; C -1.6995; N -0.0872; C -0.2560; S -0.3896; N -0.1105; C -0.2520; C -0.0198; C -0.2036; C -1.4698; C 0.1253; O -0.4059; C -1.3458; C 1.1921; O -0.6841; N 0.4835; C -0.8249; C -0.5286; C -0.8190; C -0.6196; C -0.8000; C -0.9024; C 0.7775; O -0.0132; C -1.0185; C 0.1037; H 0.0763; H 0.4823; H 0.2601; H 0.3705; H 0.2575; H 0.3515; H 0.4001; H 0.3969; H 0.3153; H 0.3324; H 0.6028; H 0.4018; H 0.4495; H 0.2890; H 0.4502; H 0.2104; H 0.4819; H 0.4153; H 0.1949; H 0.3933; H 0.3427; H 0.2091; H 0.4248; H 0.3043; H 0.4291; H 0.6074; H 0.2549; H 0.4262; H 0.2689; H 0.2366; H 0.4551

=====

No. 3
C23H31NO4 | ωB97M-V with the def2-TZVPD basis set

The geometry in XYZ format:
```
59
Properties=species:S:1:pos:R:3
O -1.50 -0.83 -1.72
C -1.40 0.24 -1.23
N -2.51 1.06 -1.03
C -3.91 0.57 -1.51
C -5.16 0.86 -0.89
C -4.91 1.56 -2.02
H -5.55 1.26 -2.75
H -4.52 2.69 -2.21
H -6.07 0.38 -0.76
H -5.00 1.60 0.14
H -4.00 -0.18 -1.92
H -2.68 1.93 -0.60
C -0.29 0.74 -0.87
C 0.90 0.69 -1.21
C 2.12 1.37 -1.10
C 1.77 2.51 0.14
C 0.64 2.16 0.94
O 0.88 1.36 1.97
C -0.02 1.22 2.74
C -1.11 0.14 2.38
C -2.50 0.29 2.15
C -3.40 -0.54 1.79
C -2.77 -1.64 1.08
C -1.46 -1.94 1.26
C -0.56 -0.91 1.46
H 0.59 -1.22 1.73
H -0.98 -3.06 0.62
C -3.60 -2.54 0.20
O -3.09 -3.22 -0.82
H -2.48 -2.50 -1.28
H -4.57 -2.08 -0.08
H -3.92 -3.60 0.71
H -4.32 -0.42 1.64
H -2.89 1.06 2.67
H 0.36 0.66 3.69
H -0.61 2.24 3.12
O -0.50 1.96 -0.04
H 0.29 3.30 1.61
H 1.66 3.50 -0.54
H 2.57 2.82 0.77
H 2.49 1.77 -1.77
C 3.19 0.57 -0.34
C 2.90 -0.54 0.56
C 4.19 -1.44 0.95
C 4.70 -1.97 -0.36
C 5.29 -1.11 -1.42
C 3.97 -0.36 -1.75
H 3.26 -1.08 -2.14
H 4.17 0.55 -2.69
H 5.38 -1.51 -2.23
H 5.94 -0.31 -1.11
H 5.73 -2.54 -0.06
H 4.26 -2.70 -0.75
H 4.05 -2.10 1.80
H 5.11 -0.69 1.44
H 2.27 -1.09 0.37
H 2.58 -0.03 1.32
H 4.04 1.18 -0.16
H 0.97 -0.13 -1.91
```

Output
lowest unoccupied orbital energy	0.31	eV
HOMO energy	-8.1	eV
frontier orbital gap	8.4	eV
2S+1	1
E_tot	-34010.198	eV

Computed Mulliken charges, given in elementary charges: O -0.7026; C 0.3491; N -0.0782; C -1.2450; C -0.2693; C -0.7943; H 0.3397; H 0.1612; H 0.3971; H 0.1159; H 1.1924; H 0.3561; C 0.1110; C -0.2324; C -2.2213; C -1.5031; C -0.1399; O 0.0665; C -0.4168; C -0.3054; C -0.6584; C -1.5786; C 0.8649; C 0.0028; C 0.4170; H 0.1645; H 0.1373; C -1.1052; O -0.4867; H 0.4199; H 0.3579; H 0.2673; H 0.9652; H 0.5525; H 0.2954; H 0.2428; O -0.3779; H 0.0833; H 0.3261; H 0.5419; H 2.7701; C 0.2014; C -2.4519; C -1.3063; C -0.8471; C -1.1421; C -0.7867; H 0.3786; H 0.1208; H 0.6991; H 0.2910; H 0.2605; H 0.7992; H 0.4221; H 0.2250; H 1.3533; H 1.1605; H 0.6249; H 0.6147